{"formula": "C16H53F3HfO23S5", "method": "ωB97M-V/def2-TZVPD", "symbols": ["Hf", "S", "S", "S", "S", "S", "F", "F", "F", "O", "O", "O", "O", "O", "O", "O", "O", "O", "O", "O", "O", "O", "O", "O", "O", "O", "O", "O", "O", "O", "O", "O", "C", "C", "C", "C", "C", "C", "C", "C", "C", "C", "C", "C", "C", "C", "C", "C", "H", "H", "H", "H", "H", "H", "H", "H", "H", "H", "H", "H", "H", "H", "H", "H", "H", "H", "H", "H", "H", "H", "H", "H", "H", "H", "H", "H", "H", "H", "H", "H", "H", "H", "H", "H", "H", "H", "H", "H", "H", "H", "H", "H", "H", "H", "H", "H", "H", "H", "H", "H", "H"], "coordinates": [[-0.8556, 0.5127, -5.2569], [0.4977, -3.0900, -5.1564], [2.8284, -5.0117, 0.1246], [-1.8221, -3.0066, 2.8479], [2.5418, 5.4043, 4.3352], [-2.8180, 2.4275, 0.4245], [3.0718, -2.2795, -5.7498], [2.8268, -2.6693, -3.6383], [2.8772, -4.3279, -4.8861], [-1.2712, -3.9778, 1.9160], [-0.6514, -2.4323, 3.9088], [-2.4289, 1.5938, -3.6183], [3.8796, 5.9983, 4.2753], [-0.1110, -3.7536, -4.0433], [1.6511, 0.5849, -5.3390], [2.8992, -3.4161, 0.3497], [-2.9595, -3.5035, 3.6311], [-0.0259, 0.1821, -3.0010], [-1.8105, -4.6930, -2.0577], [3.4716, 0.6695, -2.9097], [1.8950, -5.5209, 1.1227], [-4.7934, -0.0554, -2.8626], [4.1819, -5.5826, -0.0609], [-2.8538, 2.1711, -1.0105], [-4.8928, -1.1421, -0.4016], [2.4947, 3.9124, 3.6466], [0.1864, -1.6365, -5.2042], [1.3653, 6.1691, 3.8685], [0.3243, -3.8083, -6.4153], [-2.5324, 1.4027, 1.4319], [-1.8658, 3.7798, 0.7780], [-2.7763, -0.8991, -4.5707], [1.9893, -4.9506, -1.5811], [1.3717, 3.1081, 3.6464], [-1.7514, 4.7496, -0.1998], [1.3621, -1.1425, 4.2148], [2.2776, 4.9437, 6.1613], [-2.0913, -1.3953, 1.9681], [-4.3899, 3.2798, 0.9724], [-1.1571, -1.2769, -1.4288], [0.3775, 0.4443, -0.5352], [3.7429, -1.4250, 1.4331], [1.3170, 2.2757, 2.3883], [0.7520, -2.3934, 3.5176], [-1.5832, 6.1642, 0.2714], [2.4774, -3.0763, -4.8748], [3.6274, -2.9535, 1.5506], [0.1226, -0.4475, -1.7476], [1.4270, 4.2682, 6.2526], [1.4688, -1.3177, 5.2853], [-0.9569, -2.0036, -0.6415], [2.3663, 0.4897, -5.9679], [-2.8483, -1.5774, 1.2053], [2.2994, 1.8052, 2.3507], [4.2938, -0.9372, 2.2373], [2.8369, 0.4584, -2.2250], [-4.2946, 3.3542, 2.0556], [-4.7644, -2.0801, -0.2606], [2.9735, -3.1636, 2.3970], [-1.0300, 4.4456, -0.9582], [-2.6609, 4.7213, -0.7998], [2.2045, 5.8965, 6.6857], [-4.1282, 0.4183, -2.3633], [0.7124, -0.2991, 3.9809], [0.8639, -1.2460, -1.7164], [-3.4954, -0.3559, -4.2480], [1.3704, 2.5444, 4.5793], [3.8170, 1.5268, -2.6608], [3.2202, 4.4782, 6.4490], [2.0875, 0.7147, -4.4970], [-1.4222, -1.8753, -2.3004], [0.6514, -0.1206, 0.3559], [-5.1949, 2.6142, 0.6609], [-0.4221, 1.1081, -0.2062], [2.7437, -0.9906, 1.4032], [-2.5268, -0.7104, 2.6957], [1.2203, 1.1000, -0.7540], [-5.2117, -0.8144, 0.4393], [2.8037, -4.4921, -2.1420], [-1.4282, -4.4769, -2.9082], [-2.4138, 6.5725, 0.8472], [2.3696, -0.9052, 3.8732], [1.7047, -5.9767, -1.8140], [-2.2315, 1.6954, -2.6872], [4.2577, -1.2692, 0.4850], [-1.3863, 6.8820, -0.5249], [4.6094, -3.4251, 1.5874], [-2.0481, -0.7196, -1.1396], [1.1676, -3.3562, 3.8146], [-2.3570, -3.9376, -1.8412], [-1.1091, -1.0791, 1.6166], [-3.0348, 2.3083, -3.8145], [-5.3572, -0.4500, -2.1972], [0.5009, 1.5613, 2.2793], [1.1412, -4.2663, -1.5551], [0.8597, -2.2933, 2.4376], [-0.6827, 6.2056, 0.8842], [-3.0719, -1.7982, -4.4279], [0.5056, 3.7693, 3.6190], [1.1625, 2.8650, 1.4845], [-4.5316, 4.2276, 0.4530]], "total_energy_ha": -4709.13748, "charge": 3, "multiplicity": 2, "e_homo_ev": [-15.821, -15.821], "gap_ev": [3.11, 2.46]}